Entry from the OMol25 dataset: a molecular structure, C40H64CdN6O3S2SbSi3 (the ωB97M-V functional and the def2-TZVPD basis).

As for the HOMO energy: -10.12 eV. The calculated total energy is -114008.0931 eV. Its charge is +1. As for the gap between HOMO and LUMO: 7.746 eV. The value obtained for the LUMO energy is -2.3788 eV.

Element x y z (Å)
Cd: 0.149 -0.288 -0.014
N: -0.330 -2.505 -1.874
C: -0.203 -3.893 -1.401
C: -1.157 -4.231 -0.259
C: -0.970 -3.490 1.058
N: -1.285 -2.057 0.969
H: -1.305 -2.318 -2.099
H: 0.159 -2.417 -2.761
H: 0.830 -4.043 -1.079
H: -0.395 -4.609 -2.210
H: -1.046 -5.299 -0.057
H: -2.188 -4.108 -0.605
H: 0.068 -3.572 1.377
H: -1.593 -3.976 1.819
H: -1.230 -1.630 1.890
H: -2.244 -1.915 0.664
C: 3.788 -0.614 -2.843
C: 2.563 -0.754 -2.183
N: 1.962 0.227 -1.539
C: 2.560 1.437 -1.506
C: 3.797 1.673 -2.128
C: 4.406 0.609 -2.810
C: 4.415 2.966 -2.039
C: 3.833 3.959 -1.341
C: 2.571 3.754 -0.687
C: 1.952 4.756 0.082
C: 0.763 4.488 0.702
C: 0.187 3.225 0.521
N: 0.725 2.282 -0.218
C: 1.919 2.519 -0.789
H: 4.224 -1.461 -3.353
H: 2.059 -1.711 -2.171
H: 5.359 0.766 -3.299
H: 5.364 3.117 -2.536
H: 4.305 4.929 -1.258
H: 2.436 5.718 0.190
H: 0.274 5.218 1.330
H: -0.747 2.974 1.005
C: 2.961 -2.779 7.267
C: 2.633 -1.883 6.107
C: 2.137 -2.409 4.915
C: 1.806 -1.586 3.854
C: 1.972 -0.214 3.980
C: 2.459 0.334 5.154
C: 2.792 -0.505 6.208
S: 1.544 0.829 2.615
O: 1.614 2.189 3.088
O: 2.407 0.469 1.504
N: 0.084 0.371 2.145
C: -1.058 0.781 2.824
C: -1.058 1.307 4.129
C: -2.262 1.595 4.729
C: -3.450 1.345 4.049
C: -3.353 0.812 2.782
N: -2.199 0.539 2.166
H: 3.176 -3.794 6.936
H: 2.119 -2.829 7.960
H: 3.821 -2.408 7.822
H: 2.005 -3.482 4.825
H: 1.426 -1.990 2.923
H: 2.582 1.406 5.230
H: 3.181 -0.080 7.125
H: -0.132 1.486 4.651
H: -2.277 2.002 5.732
H: -4.415 1.551 4.489
H: -4.251 0.599 2.214
O: 1.748 -2.206 0.552
S: 3.053 -2.840 0.134
C: 3.425 -4.077 1.416
C: 4.858 -3.830 1.866
C: 5.000 -2.311 1.948
C: 4.435 -1.765 0.641
H: 3.230 -5.074 1.026
H: 2.713 -3.849 2.211
H: 5.560 -4.233 1.131
H: 5.061 -4.327 2.815
H: 6.036 -2.003 2.084
H: 4.425 -1.923 2.791
H: 5.163 -1.800 -0.170
H: 4.009 -0.765 0.710
C: 0.349 1.415 -4.443
Si: -1.376 0.699 -4.281
C: -2.477 1.762 -5.366
C: -1.399 -1.047 -4.994
Sb: -1.986 0.649 -1.764
Si: -2.845 3.088 -1.675
C: -4.299 3.421 -2.811
C: -1.405 4.178 -2.205
C: -3.478 3.511 0.040
Si: -4.271 -0.516 -2.017
C: -5.371 -0.004 -0.593
C: -5.095 -0.099 -3.648
C: -4.109 -2.386 -1.954
H: 0.682 1.321 -5.480
H: 1.072 0.912 -3.807
H: 0.357 2.476 -4.186
H: -2.118 1.630 -6.390
H: -2.387 2.821 -5.122
H: -3.529 1.487 -5.348
H: -1.551 -0.973 -6.073
H: -2.195 -1.678 -4.598
H: -0.448 -1.560 -4.837
H: -4.121 3.175 -3.855
H: -4.504 4.494 -2.755
H: -5.199 2.903 -2.476
H: -1.490 4.408 -3.269
H: -0.433 3.717 -2.036
H: -1.424 5.125 -1.661
H: -4.510 3.172 0.142
H: -3.479 4.599 0.153
H: -2.914 3.084 0.860
H: -5.506 1.076 -0.538
H: -4.967 -0.346 0.360
H: -6.355 -0.459 -0.726
H: -5.071 0.961 -3.883
H: -6.144 -0.402 -3.589
H: -4.639 -0.644 -4.476
H: -3.820 -2.739 -0.964
H: -3.411 -2.793 -2.687
H: -5.090 -2.815 -2.173

=====

Entry from the OMol25 dataset: a molecular structure, C40H64Cl36O7S (the ωB97M-V functional and the def2-TZVPD basis).

As for the HOMO energy: -9.01 eV. The calculated total energy is -518474.8897 eV. As for the gap between HOMO and LUMO: 9.048 eV. The value obtained for the LUMO energy is 0.0339 eV.

Element x y z (Å)
C: 4.916 0.130 1.586
C: 4.500 1.556 1.794
C: 2.912 2.037 1.992
O: 2.196 1.314 2.858
O: 2.429 3.163 1.179
C: 1.422 3.973 1.881
C: -0.128 3.726 1.406
C: -0.423 4.015 -0.182
C: -1.082 2.662 -0.910
C: 0.187 1.652 -1.194
C: -0.270 0.078 -1.462
C: 1.106 -0.870 -1.523
O: 1.387 -1.419 -2.847
C: 0.983 -2.811 -3.024
C: -0.435 -3.239 -2.296
C: -1.773 -2.540 -3.015
C: -2.981 -2.223 -1.906
C: -3.584 -3.681 -1.378
C: -3.976 -3.689 0.219
C: -2.686 -3.325 1.215
C: -2.315 -4.568 2.248
C: -1.319 -3.886 3.404
O: -0.261 -4.797 3.871
C: 0.370 -4.206 5.092
C: 1.933 -3.650 5.110
O: -0.297 -4.070 6.272
C: 2.161 -3.932 -2.725
C: 2.929 -3.702 -1.261
C: 3.680 -5.157 -0.929
C: 2.641 -6.096 -0.047
S: 2.612 -5.688 1.782
O: 3.057 -4.223 -3.835
C: 3.519 -3.074 -4.594
C: 4.500 -2.021 -3.795
C: 5.924 -2.679 -3.282
O: 6.086 -4.096 -3.645
H: 6.064 -0.178 1.695
H: 4.188 -0.750 1.290
H: 5.383 2.353 1.844
H: 1.690 5.105 1.668
H: 1.471 3.820 3.052
H: -0.800 4.481 2.042
H: -0.496 2.615 1.627
H: 0.627 4.221 -0.710
H: -1.068 4.986 -0.384
H: -1.471 3.025 -1.961
H: -1.934 2.185 -0.258
H: 0.832 1.634 -0.209
H: 0.892 2.004 -2.071
H: -0.925 -0.228 -0.522
H: -0.861 0.082 -2.472
H: 1.139 -1.653 -0.636
H: 1.992 -0.106 -1.283
H: 0.760 -2.929 -4.194
H: -0.437 -3.148 -1.131
H: -0.564 -4.404 -2.525
H: -2.256 -3.343 -3.753
H: -1.506 -1.615 -3.680
H: -3.896 -1.695 -2.454
H: -2.607 -1.532 -1.035
H: -4.559 -3.965 -2.005
H: -2.823 -4.565 -1.583
H: -4.899 -2.978 0.473
H: -4.329 -4.771 0.578
H: -3.083 -2.447 1.918
H: -1.747 -2.985 0.603
H: -3.313 -5.001 2.731
H: -1.766 -5.468 1.716
H: -1.959 -3.513 4.312
H: -0.814 -2.961 2.882
H: 2.212 -3.317 6.221
H: 2.718 -4.456 4.789
H: 2.061 -2.684 4.449
H: 1.547 -4.944 -2.544
H: 3.660 -2.792 -1.255
H: 2.114 -3.588 -0.399
H: 3.909 -5.773 -1.914
H: 4.716 -4.975 -0.403
H: 1.516 -6.002 -0.428
H: 2.936 -7.228 -0.251
H: 1.879 -4.494 1.929
H: 2.670 -2.484 -5.192
H: 4.207 -3.516 -5.467
H: 3.990 -1.432 -2.924
H: 4.808 -1.197 -4.604
H: 6.059 -2.455 -2.127
H: 6.820 -2.098 -3.816
H: 5.902 -4.629 -2.810
C: 0.047 6.414 4.908
Cl: -1.522 6.812 4.186
Cl: 0.387 4.683 4.741
Cl: 1.336 7.376 4.165
H: 0.007 6.656 5.973
C: -3.850 5.104 -3.185
Cl: -4.210 3.390 -2.914
Cl: -4.339 6.071 -1.783
Cl: -2.127 5.331 -3.527
H: -4.421 5.443 -4.053
C: -1.699 5.808 8.784
Cl: -2.483 4.920 7.467
Cl: -0.365 6.794 8.162
Cl: -2.875 6.820 9.638
H: -1.290 5.083 9.493
C: -6.779 -1.430 2.692
Cl: -8.348 -1.032 1.970
Cl: -6.439 -3.161 2.525
Cl: -5.490 -0.468 1.948
H: -6.819 -1.188 3.757
C: -1.673 1.058 7.289
Cl: -2.588 0.707 5.813
Cl: -0.325 2.154 6.940
Cl: -2.734 1.752 8.528
H: -1.264 0.120 7.672
C: 6.472 -3.151 2.909
Cl: 5.558 -3.502 1.433
Cl: 7.820 -2.055 2.560
Cl: 5.412 -2.457 4.148
H: 6.881 -4.089 3.292
C: 7.119 -0.011 -6.966
Cl: 5.740 -1.018 -7.438
Cl: 6.827 0.745 -5.391
Cl: 8.607 -0.971 -6.929
H: 7.238 0.780 -7.711
C: 2.549 0.949 -7.819
Cl: 2.585 0.167 -6.230
Cl: 1.202 0.328 -8.788
Cl: 2.429 2.708 -7.643
H: 3.482 0.718 -8.338
C: -6.963 -1.663 -2.536
Cl: -8.442 -0.690 -2.617
Cl: -6.133 -1.405 -0.992
Cl: -7.336 -3.381 -2.762
H: -6.298 -1.346 -3.342
C: -6.641 4.332 7.180
Cl: -6.890 5.231 5.674
Cl: -8.148 3.558 7.699
Cl: -5.360 3.125 6.979
H: -6.332 5.037 7.956
C: -3.878 9.340 1.072
Cl: -5.150 10.206 1.950
Cl: -2.804 8.498 2.202
Cl: -4.587 8.196 -0.081
H: -3.287 10.070 0.513
C: -0.432 4.654 -9.535
Cl: -1.216 3.766 -10.852
Cl: 0.902 5.641 -10.157
Cl: -1.608 5.667 -8.681
H: -0.023 3.929 -8.826